DFT (wB97M-V/def2-TZVPD) results for a 2-piece molecular cluster, C4H8O2 overall.

The calculation puts the LUMO energy at 0.0086 Ha. The SMILES is C=C(C)C=O.O. The value obtained for the HOMO-LUMO gap is 10.4 eV. As for the total energy: -8371.785 eV. The value obtained for the energy above the lowest of the compared OMol25 structures with the same formula, charge and spin is 1.497 eV.

Cartesian coordinates (Å):
C: 0.856 -0.327 -0.938
H: -1.640 -1.871 -0.146
H: 1.323 0.384 -1.617
H: -0.464 -1.542 1.135
O: -2.249 1.349 -0.683
C: -1.142 -1.072 0.414
H: 1.466 -1.169 -0.623
C: -0.401 -0.151 -0.517
O: 2.246 0.906 1.409
H: -0.535 1.700 -1.700
C: -1.121 1.055 -1.008
H: -1.916 -0.518 0.952
H: 2.258 0.331 2.181
H: 1.318 0.926 1.142

The Löwdin scheme yields these atomic charges, measured in e: 0.060 0.089 0.078 0.080 0.053 -0.051 0.083 -0.340 -0.058 0.124 -0.244 0.078 0.039 0.009

=====

DFT (wB97M-V/def2-TZVPD) results for C4H8O2 as an isolated structure at a distorted geometry.

The calculation puts the LUMO energy at 0.0157 Ha. The value obtained for the HOMO-LUMO gap is 8.7 eV. As for the total energy: -8368.731 eV. The value obtained for the energy above the lowest of the compared OMol25 structures with the same formula, charge and spin is 4.550 eV.

Cartesian coordinates (Å):
H: -0.185 2.045 0.370
O: 1.074 -0.141 0.169
C: -1.114 -1.140 0.529
H: 2.258 0.900 -1.168
O: -2.261 0.801 -0.310
H: -0.489 -1.571 1.289
H: -2.792 0.125 -0.748
H: 0.161 0.955 1.838
H: 2.927 -0.633 -0.547
H: -1.695 -1.826 -0.073
C: 2.006 -0.128 -0.869
C: -0.211 1.058 0.827
H: 1.605 -0.652 -1.750
C: -1.284 0.208 0.444

The Löwdin scheme yields these atomic charges, measured in e: 0.113 -0.278 0.091 0.075 0.030 0.067 0.104 0.106 0.074 0.069 -0.191 0.109 0.071 -0.439

=====

DFT (wB97M-V/def2-TZVPD) results for C4H8O2 as an isolated structure.

The calculation puts the LUMO energy at 0.0230 Ha. The value obtained for the HOMO-LUMO gap is 9.0 eV. As for the total energy: -8368.688 eV. The value obtained for the energy above the lowest of the compared OMol25 structures with the same formula, charge and spin is 4.593 eV.

Cartesian coordinates (Å):
C: -0.105 -0.434 1.283
H: 0.030 -0.435 -1.865
H: -1.630 -0.543 -1.045
C: -0.330 0.589 0.215
H: -0.150 2.221 1.203
H: 1.926 -0.003 0.542
H: 0.096 -0.018 2.271
O: 1.124 -1.606 -0.456
C: -0.930 0.287 -1.004
O: 0.226 1.846 0.396
H: 0.636 -1.072 -1.603
H: -1.154 1.120 -1.664
H: -0.825 -1.252 1.298
C: 1.085 -0.698 0.429

The Löwdin scheme yields these atomic charges, measured in e: -0.074 0.095 0.094 -0.445 0.109 0.143 0.119 -0.088 -0.015 0.008 0.131 0.095 0.128 -0.300

=====

DFT (wB97M-V/def2-TZVPD) results for a 2-piece molecular cluster, C4H8O2 overall at a distorted geometry.

The calculation puts the LUMO energy at 0.0197 Ha. The SMILES is C=CO.CC=O. The value obtained for the HOMO-LUMO gap is 9.9 eV. As for the total energy: -8370.719 eV. The value obtained for the energy above the lowest of the compared OMol25 structures with the same formula, charge and spin is 2.562 eV.

Cartesian coordinates (Å):
H: -1.158 1.314 -0.179
C: 2.431 -0.773 -0.918
C: -2.138 1.553 0.288
H: 2.162 0.195 -2.554
H: -2.876 0.048 1.552
H: -2.745 1.589 2.430
C: -2.291 0.960 1.669
H: 2.193 -2.766 -1.261
C: 2.176 -1.997 -0.502
H: 1.726 -2.181 0.463
H: 2.277 0.164 -0.397
O: 2.659 -0.586 -2.277
O: -3.087 1.837 -0.393
H: -1.330 0.645 2.078

The Löwdin scheme yields these atomic charges, measured in e: 0.108 -0.273 -0.315 0.092 0.084 0.077 -0.060 0.065 0.007 0.051 0.103 -0.046 0.042 0.065

=====

DFT (wB97M-V/def2-TZVPD) results for one molecule with the formula C4H8O2.

The calculation puts the LUMO energy at 0.0327 Ha. The SMILES is CO/C=C\CO. The value obtained for the HOMO-LUMO gap is 10.1 eV. As for the total energy: -8371.163 eV. The value obtained for the energy above the lowest of the compared OMol25 structures with the same formula, charge and spin is 2.118 eV.

Cartesian coordinates (Å):
H: -1.607 1.295 0.144
H: 0.746 2.779 0.355
C: 0.518 0.741 1.052
H: 0.052 -2.261 -2.013
C: -0.239 -1.940 -1.011
O: 0.635 -0.893 -0.644
H: 0.521 1.571 -0.930
H: -1.279 -1.588 -1.035
H: 0.536 0.971 2.116
C: 0.221 1.856 0.088
O: -1.169 2.157 0.146
H: 0.644 -1.361 1.383
H: -0.169 -2.793 -0.322
C: 0.589 -0.534 0.671

The Löwdin scheme yields these atomic charges, measured in e: 0.080 0.116 -0.062 0.091 -0.088 -0.151 0.113 0.091 0.108 -0.260 -0.070 0.122 0.089 -0.180

=====

DFT (wB97M-V/def2-TZVPD) results for one molecule with the formula C4H8O2.

The calculation puts the LUMO energy at 0.0385 Ha. The SMILES is OC[C@H]1CCO1. The value obtained for the HOMO-LUMO gap is 10.9 eV. As for the total energy: -8371.400 eV. The value obtained for the energy above the lowest of the compared OMol25 structures with the same formula, charge and spin is 1.882 eV.

Cartesian coordinates (Å):
H: 1.026 1.864 -0.306
C: 1.003 -0.339 -0.660
H: 1.829 -1.049 -0.739
H: 0.567 -0.158 -1.645
C: 1.301 0.915 0.168
H: 0.169 -1.561 1.019
O: -1.773 0.733 -0.458
C: -1.488 -0.552 0.042
H: -1.713 -1.271 -0.754
H: -2.122 -0.795 0.909
O: 0.348 0.535 1.182
C: -0.023 -0.650 0.439
H: -1.433 1.336 0.220
H: 2.311 0.993 0.583

The Löwdin scheme yields these atomic charges, measured in e: 0.116 -0.084 0.108 0.113 -0.167 0.146 -0.055 -0.219 0.128 0.122 -0.109 -0.302 0.089 0.114

=====

DFT (wB97M-V/def2-TZVPD) results for one molecule with the formula C4H8O2.

The calculation puts the LUMO energy at 0.0261 Ha. The SMILES is O[C@@H]1CC[C@@H]1O. The value obtained for the HOMO-LUMO gap is 10.4 eV. As for the total energy: -8371.600 eV. The value obtained for the energy above the lowest of the compared OMol25 structures with the same formula, charge and spin is 1.682 eV.

Cartesian coordinates (Å):
H: 1.396 -0.495 1.529
C: -1.159 0.422 -0.242
H: -0.368 -1.558 -0.910
H: 1.642 -0.175 -1.115
C: 0.091 1.305 -0.484
O: 1.795 0.132 0.905
C: 1.009 0.081 -0.255
H: -1.895 0.388 -1.051
H: 0.156 1.734 -1.488
C: -0.252 -0.819 -0.109
H: 0.254 2.089 0.259
H: -1.672 0.631 0.701
O: -0.272 -1.444 1.162
H: -0.725 -2.291 1.099

The Löwdin scheme yields these atomic charges, measured in e: 0.082 -0.110 0.147 0.141 -0.107 -0.017 -0.328 0.103 0.104 -0.311 0.111 0.112 -0.030 0.103

=====

DFT (wB97M-V/def2-TZVPD) results for one molecule with the formula C4H8O2.

The calculation puts the LUMO energy at 0.0409 Ha. The SMILES is C=COOCC. The value obtained for the HOMO-LUMO gap is 10.1 eV. As for the total energy: -8368.909 eV. The value obtained for the energy above the lowest of the compared OMol25 structures with the same formula, charge and spin is 4.373 eV.

Cartesian coordinates (Å):
H: -2.870 -1.480 1.733
C: 0.663 1.242 -0.565
O: 0.237 -0.453 0.972
C: -0.820 -1.221 1.382
H: 2.008 0.910 -2.196
H: -2.316 0.248 1.333
C: 1.466 0.308 -1.458
H: 2.195 -0.271 -0.886
H: 0.804 -0.382 -1.990
H: -0.492 -2.241 1.560
H: 1.316 1.860 0.066
O: -0.340 0.626 0.220
C: -2.070 -0.792 1.501
H: 0.042 1.907 -1.175

The Löwdin scheme yields these atomic charges, measured in e: 0.054 -0.247 -0.066 -0.209 0.077 0.058 -0.077 0.072 0.083 0.116 0.120 -0.134 0.026 0.128

=====

DFT (wB97M-V/def2-TZVPD) results for a 2-piece molecular cluster, C4H8O2 overall.

The calculation puts the LUMO energy at 0.0278 Ha. The SMILES is CC(=O)[C@H]1CO1.[H][H]. The value obtained for the HOMO-LUMO gap is 10.5 eV. As for the total energy: -8369.990 eV. The value obtained for the energy above the lowest of the compared OMol25 structures with the same formula, charge and spin is 3.292 eV.

Cartesian coordinates (Å):
C: -1.802 -0.324 -0.261
O: 1.192 1.297 0.123
C: 0.815 0.151 0.041
C: -0.412 -0.276 -0.744
H: -0.439 2.564 0.187
H: 2.366 -0.549 1.305
H: -0.140 -0.997 -1.519
H: -2.480 -1.057 -0.702
H: -0.845 2.570 0.809
H: 2.303 -1.269 -0.312
H: -2.063 0.002 0.746
C: 1.696 -0.961 0.548
H: 1.163 -1.836 0.929
O: -1.355 0.684 -1.150

The Löwdin scheme yields these atomic charges, measured in e: -0.094 0.044 -0.408 -0.244 0.052 0.089 0.152 0.114 0.058 0.094 0.116 -0.011 0.085 -0.046

=====

DFT (wB97M-V/def2-TZVPD) results for C4H8O2Ru as an isolated structure at a distorted geometry.

The calculation puts the LUMO energy (spin up / spin down) at -0.4959 / -0.6370 Ha. Its net charge is +3. The spin multiplicity is 6. The value obtained for the HOMO-LUMO gap (spin up / spin down) is 10.3 / 6.9 eV. As for the total energy: -10914.000 eV.

Cartesian coordinates (Å):
H: -0.317 0.438 1.058
H: -1.761 0.958 0.540
C: 0.606 -0.158 2.848
H: -2.125 0.517 2.806
Ru: 4.391 0.478 1.431
H: -1.099 -1.176 3.852
O: 2.779 0.323 2.063
C: -1.795 -0.356 2.233
C: 1.695 -0.402 2.071
H: -0.388 -1.989 2.310
H: 0.612 0.710 3.513
C: -0.589 -1.048 2.839
O: -1.269 0.196 0.885
H: 1.686 -1.289 1.417
H: -2.603 -1.035 1.951

The Löwdin scheme yields these atomic charges, measured in e: 0.159 0.212 0.092 0.167 1.662 0.213 -0.253 0.017 -0.079 0.161 0.186 -0.079 0.182 0.184 0.176

=====

DFT (wB97M-V/def2-TZVPD) results for a 2-piece molecular cluster, C4H8O2S overall at a distorted geometry.

The calculation puts the LUMO energy at 0.0262 Ha. The value obtained for the HOMO-LUMO gap is 9.1 eV. As for the total energy: -19204.509 eV. The value obtained for the energy above the lowest of the compared OMol25 structures with the same formula, charge and spin is 3.889 eV.

Cartesian coordinates (Å):
O: 0.781 -2.195 -2.109
H: 0.160 -2.838 -0.221
O: 0.903 0.059 0.648
H: -2.382 -0.567 0.027
H: -1.397 -1.133 1.411
C: -0.167 -0.282 -0.252
H: 2.157 1.444 1.261
C: 0.372 -2.154 -1.026
S: -0.156 0.684 -1.762
H: -0.700 1.827 -1.282
H: 0.583 2.048 1.193
H: -1.538 0.462 1.240
C: -1.385 -0.486 0.577
C: 1.309 1.402 0.679
H: 1.459 1.729 -0.385

The Löwdin scheme yields these atomic charges, measured in e: 0.072 0.099 -0.229 0.103 0.053 -0.742 0.058 -0.094 0.806 -0.104 0.090 0.109 -0.121 -0.150 0.048

=====

DFT (wB97M-V/def2-TZVPD) results for a 2-piece molecular cluster, C4H8O2S overall at a distorted geometry.

The calculation puts the LUMO energy at 0.0293 Ha. The SMILES is CC(=O)S.CC=O. The value obtained for the HOMO-LUMO gap is 10.5 eV. As for the total energy: -19206.237 eV. The value obtained for the energy above the lowest of the compared OMol25 structures with the same formula, charge and spin is 2.161 eV.

Cartesian coordinates (Å):
H: -0.798 -3.507 2.058
H: 1.856 2.262 -0.764
H: 1.379 3.324 -2.901
H: -0.258 -2.102 3.163
C: -0.970 -2.578 2.399
H: 1.307 0.661 -0.454
C: 0.029 1.818 -1.799
O: -1.029 1.631 -1.273
H: -1.913 -2.623 2.993
S: 0.166 2.864 -3.217
H: 2.162 0.977 -1.847
C: -0.994 -1.612 1.255
C: 1.327 1.473 -1.206
O: -0.118 -1.028 0.662
H: -2.147 -1.559 0.930

The Löwdin scheme yields these atomic charges, measured in e: 0.032 0.058 -0.131 0.113 -0.063 0.068 -0.864 0.028 0.088 0.818 0.120 -0.327 -0.120 0.039 0.140

=====

DFT (wB97M-V/def2-TZVPD) results for C4H8O2S as an isolated structure at a distorted geometry.

The calculation puts the LUMO energy at -0.0195 Ha. The value obtained for the HOMO-LUMO gap is 7.9 eV. As for the total energy: -19200.975 eV. The value obtained for the energy above the lowest of the compared OMol25 structures with the same formula, charge and spin is 7.423 eV.

Cartesian coordinates (Å):
C: -1.032 0.791 0.527
O: 1.586 -0.953 0.909
H: -2.804 -0.151 -0.247
H: -0.315 0.767 1.276
H: -2.368 -0.932 1.395
H: 2.768 -0.142 1.213
O: -0.423 1.055 -0.816
C: -1.984 -0.327 0.423
C: 0.313 -0.147 -1.095
C: 1.699 -0.242 -0.376
S: -1.004 -1.479 -0.453
H: 2.603 -0.652 -1.280
H: 1.957 1.074 -0.046
H: 0.541 -0.377 -2.350
H: -1.536 1.716 0.918

The Löwdin scheme yields these atomic charges, measured in e: -0.284 -0.251 0.057 0.081 0.144 0.312 -0.183 -0.512 -0.514 -0.369 0.856 0.173 0.175 0.176 0.138

=====

DFT (wB97M-V/def2-TZVPD) results for one molecule with the formula C4H8O2S at a distorted geometry.

The calculation puts the LUMO energy at -0.0251 Ha. The SMILES is CCC(C)=S(=O)=O. The value obtained for the HOMO-LUMO gap is 8.7 eV. As for the total energy: -19204.547 eV. The value obtained for the energy above the lowest of the compared OMol25 structures with the same formula, charge and spin is 3.851 eV.

Cartesian coordinates (Å):
H: -0.180 2.231 -0.412
H: 0.035 -1.363 -1.737
O: -2.772 1.041 0.811
H: 0.336 -1.976 0.604
C: 0.073 1.738 0.513
H: 1.127 1.975 0.687
C: -0.274 0.307 0.716
O: -2.306 -1.397 0.754
H: 1.640 -1.911 -1.640
C: 0.754 -1.032 0.200
H: 1.117 -0.050 -1.815
H: 1.766 -0.915 0.768
H: -0.357 2.393 1.308
C: 0.901 -0.986 -1.286
S: -1.860 -0.056 0.528

The Löwdin scheme yields these atomic charges, measured in e: 0.079 0.034 -0.332 0.093 -0.145 0.082 -0.341 -0.324 0.139 -0.204 0.077 0.124 0.093 -0.158 0.782

=====

DFT (wB97M-V/def2-TZVPD) results for one molecule with the formula C4H8O2Se at a distorted geometry.

The calculation puts the LUMO energy at 0.0159 Ha. The SMILES is O[C@@H]1CC[Se][C@@H]1O. The value obtained for the HOMO-LUMO gap is 9.0 eV. As for the total energy: -73717.227 eV. The value obtained for the energy above the lowest of the compared OMol25 structures with the same formula, charge and spin is 1.368 eV.

Cartesian coordinates (Å):
H: 1.786 2.642 -0.558
H: -1.697 0.872 -0.585
O: -1.007 0.952 1.199
H: 0.727 1.116 -1.796
H: -1.828 -1.316 0.192
H: -0.817 -1.590 -1.254
H: 0.214 -1.539 1.603
O: 1.034 2.205 -0.031
C: 0.357 -1.528 0.527
C: -0.798 0.511 -0.142
C: -0.809 -1.081 -0.182
Se: 1.910 -0.502 -0.167
C: 0.637 1.025 -0.693
H: -0.085 0.879 1.713
H: 0.376 -2.644 0.174

The Löwdin scheme yields these atomic charges, measured in e: 0.138 0.127 -0.075 0.101 0.123 0.151 0.065 -0.128 -0.542 -0.358 -0.292 0.944 -0.516 0.157 0.105

=====

DFT (wB97M-V/def2-TZVPD) results for one molecule with the formula C4H8O3.

The calculation puts the LUMO energy at 0.0328 Ha. The SMILES is C[C@@H](O)COC=O. The value obtained for the HOMO-LUMO gap is 11.3 eV. As for the total energy: -10420.049 eV. The value obtained for the energy above the lowest of the compared OMol25 structures with the same formula, charge and spin is 0.955 eV.

Cartesian coordinates (Å):
H: 0.221 0.695 1.502
C: 1.968 -1.191 0.899
H: 0.379 1.117 -1.239
H: -2.182 0.993 0.389
H: -1.809 2.006 -1.012
C: -1.679 1.008 -0.583
C: -0.190 0.693 -0.403
O: 1.453 -1.101 -0.327
O: 1.360 -1.096 1.937
H: -0.277 -1.245 -1.362
H: -2.178 0.288 -1.243
O: 0.342 1.302 0.755
C: 0.049 -0.813 -0.413
H: 3.047 -1.385 0.825
H: -0.477 -1.310 0.410

The Löwdin scheme yields these atomic charges, measured in e: 0.081 -0.331 0.148 0.086 0.080 -0.039 -0.421 -0.008 0.060 0.135 0.079 -0.028 -0.131 0.151 0.138